[1]
The following is a quantum chemistry calculation of a structure of composition C5H9NS at a distorted geometry, from the OMol25 dataset.

```
16
Properties=species:S:1:pos:R:3:forces:R:3:mulliken_charge:R:1
C -0.8991 0.0251 -0.1344 0.1 1.7 -0.4 -0.72
C 0.2634 -0.9041 0.2397 -1.4 -0.7 6.9 0.18
C 0.9429 -1.3312 -0.9294 2.0 0.4 -2.5 -0.83
C 0.3393 1.0181 -0.3998 -0.6 1.8 -0.6 -0.04
C 0.9402 0.4576 0.8328 -0.8 -0.9 1.5 -0.76
H -2.6612 1.0044 0.1684 1.1 -1.5 0.9 0.32
H -1.6565 1.1410 1.4165 -0.7 -1.7 -0.6 0.30
H -1.3994 -0.1264 -1.0346 -0.5 -1.1 -1.8 0.50
H 0.1542 -1.7866 1.0447 -0.2 1.9 -1.8 0.29
H 0.3155 -1.9044 -1.5725 -0.3 -0.9 -0.3 0.36
H 1.9270 -1.8014 -0.7753 -0.5 0.2 0.0 0.38
H 0.3492 2.1179 -0.5209 -0.6 -0.4 0.1 0.40
H 0.2644 0.9892 1.6531 1.8 -1.7 -1.0 0.18
H 2.0180 0.4172 1.0808 -0.6 0.4 -0.3 0.33
N -2.0188 0.3736 0.7567 0.6 3.2 0.5 -0.68
S 1.1206 0.3099 -1.8257 0.7 -0.5 -0.5 -0.22
```
Forces are in eV/Å.

Computed properties:
Net charge   0
Relative energy (zero: lowest compared OMol25 entry of this formula, charge and spin)   53.38 kcal per mole
HOMO-LUMO gap   0.3349 Eh
2S+1   1
E_tot   -17653.8789 eV
HOMO energy   -8.252 eV

[2]
The following is a quantum chemistry calculation of the molecule C5H9NS at a distorted geometry, from the OMol25 dataset.

```
16
Properties=species:S:1:pos:R:3:forces:R:3:mulliken_charge:R:1
C 0.2692 0.6581 0.2361 2.3 1.8 -0.7 0.16
C 0.9402 -0.6293 0.9330 -5.0 0.5 0.1 -0.68
C 0.5929 -1.5719 -0.2055 0.9 -2.6 2.5 -0.82
C -1.0840 0.1627 -0.1462 -1.0 2.0 1.5 0.18
C -2.2096 0.7930 0.1238 -3.8 2.3 1.9 -0.72
H 2.0205 1.4010 -1.1200 -3.2 -1.8 0.5 0.23
H 0.4418 1.3231 -1.7832 0.3 -0.2 0.5 0.23
H 0.2608 1.6744 0.8223 -0.1 -2.1 -0.9 0.27
H 1.9591 -0.5101 1.0638 2.0 0.2 0.5 0.39
H 0.3324 -1.0331 1.8899 1.6 1.4 -1.9 0.26
H 0.9034 -2.5574 0.1274 -0.5 -0.6 -0.2 0.48
H 1.2126 -1.3278 -0.9859 1.0 0.4 -2.2 0.49
H -2.2374 1.9158 0.3598 0.4 -1.8 -0.2 0.23
H -3.3084 0.3249 0.3941 3.0 0.8 -1.5 0.18
N 1.0492 0.8119 -1.1311 1.8 2.3 0.9 -0.66
S -1.1426 -1.4355 -0.5782 0.5 -2.7 -0.8 -0.23
```
Forces are in eV/Å.

Computed properties:
Net charge   0
Relative energy (zero: lowest compared OMol25 entry of this formula, charge and spin)   58.51 kcal per mole
HOMO-LUMO gap   0.3275 Eh
2S+1   1
E_tot   -17653.6562 eV
HOMO energy   -7.994 eV
SMILES   C=C1SCC[C@H]1N

- The highest relative energy (zero: lowest compared OMol25 entry of this formula, charge and spin) belongs to which entry?
  number 2

- What is the formula in the first record?
  C5H9NS